Here is 2 unconnected molecules or ions with the total composition C16H11ClN5O8 in a non-equilibrium geometry from the OMol25 dataset. Energies are from the ωB97M-V functional and the def2-TZVPD basis.

Output
E_HOMO   -0.1058 hartree
Net charge   -1
Calculated total energy   -53112.1270 eV
Energy above the lowest of the compared OMol25 structures with the same formula, charge and spin   0.0 kcal/mol
Strongest force on any atom   3.2 eV/Å

CARTESIAN COORDINATES (ANGSTROEM)
C1 -2.452 -3.868 -1.163
C2 -2.508 -2.780 -0.117
O1 -2.382 -1.526 -0.821
C3 -2.423 -0.411 -0.025
C4 -2.345 0.797 -0.825
C5 -2.640 2.071 -0.337
C6 -2.596 2.349 1.072
C7 -2.788 3.642 1.550
Cl1 -2.771 3.916 3.244
C8 -3.060 4.715 0.680
C9 -3.175 4.450 -0.698
C10 -2.968 3.173 -1.199
O2 -2.529 -0.513 1.201
H1 -2.508 -4.855 -0.692
H2 -3.294 -3.771 -1.857
H3 -1.534 -3.817 -1.759
H4 -3.482 -2.808 0.388
H5 -1.697 -2.900 0.617
H6 -2.073 0.657 -1.883
H7 -2.403 1.534 1.758
H8 -3.239 5.710 1.089
H9 -3.460 5.260 -1.374
H10 -3.073 2.956 -2.271
O3 6.098 -3.418 0.079
N1 5.460 -2.489 -0.383
C11 4.323 -1.785 -0.022
C12 4.069 -0.828 -1.032
N2 4.975 -0.957 -2.048
O4 5.831 -1.952 -1.621
C13 2.975 0.133 -0.842
N3 2.662 1.260 -1.712
O5 3.156 1.424 -2.843
O6 1.819 2.061 -1.226
C14 2.197 0.061 0.333
C15 2.577 -0.836 1.341
N4 2.145 -0.927 2.669
O7 1.301 -0.332 3.315
O8 2.944 -1.917 3.272
N5 3.864 -2.445 2.384
C16 3.619 -1.781 1.212
H11 1.383 0.747 0.548